No. 1
{"formula": "C7H14FN2", "method": "wB97M-V/def2-TZVPD", "total_charge": 1, "gap_ev": 9.58, "total_energy_ha": -484.16786, "mol_weight_g_mol": 145.2, "multiplicity": 1, "e_lumo_ev": -3.2, "e_above_lowest_kj_mol": 360.9, "homo_ev": -12.779, "species": ["C", "C", "C", "C", "C", "C", "C", "N", "N", "F", "H", "H", "H", "H", "H", "H", "H", "H", "H", "H", "H", "H", "H", "H"], "xyz": [[1.9474, 1.2859, 0.8466], [0.8360, 0.8400, 1.3889], [0.1382, -1.7759, -0.5237], [1.8606, 1.9448, -0.5418], [-0.2075, 0.2621, 1.9262], [0.5582, 2.6046, -0.9447], [-1.3906, -1.9061, -0.3722], [-1.7692, -2.9446, 0.3448], [-1.9740, -0.8074, -0.7691], [-0.3560, 1.5716, -1.2058], [0.7355, -1.9256, 0.3247], [0.4433, -2.4829, -1.3113], [0.5075, -0.7249, -0.7268], [2.6976, 2.7312, -0.4986], [2.1041, 1.2101, -1.4419], [-0.4894, -0.7029, 1.8299], [-0.9586, 0.6793, 2.6487], [0.0409, 3.1747, -0.3096], [0.7912, 3.2521, -1.7708], [-2.7551, -2.9217, 0.6631], [-1.1488, -3.6540, 0.7140], [-2.9844, -0.8042, -0.6327], [-1.4985, 0.0173, -1.0987], [2.8716, 1.0766, 1.4608]], "atomic_forces_ev_per_a": [[-1.025, -0.828, 0.183], [0.036, -0.547, 0.498], [-0.164, 0.765, -2.106], [2.426, 0.187, -0.352], [-0.400, 3.333, 1.537], [2.286, -2.041, -1.255], [5.583, 1.534, 1.132], [-3.149, 1.059, -0.252], [-3.143, -2.007, 0.738], [-0.402, -0.343, -1.049], [0.203, -1.112, 1.659], [0.171, 0.407, 0.160], [-1.051, -1.128, -0.556], [-1.229, -0.958, -0.619], [-0.195, 1.348, 1.965], [-0.179, -3.250, -0.919], [1.164, 0.553, -0.730], [-1.362, 2.242, 3.229], [-0.398, -0.300, -1.116], [0.969, -0.689, -0.172], [0.057, 0.329, -0.332], [0.209, 0.746, -0.359], [0.395, 0.043, -0.086], [-0.803, 0.654, -1.196]]}



No. 2
{"formula": "C25H46Cl3INO11", "method": "wB97M-V/def2-TZVPD", "total_charge": 1, "gap_ev": 8.04, "total_energy_ha": -3540.50695, "mol_weight_g_mol": 769.9, "multiplicity": 1, "e_lumo_ev": -3.9, "homo_ev": -11.921, "species": ["C", "C", "C", "I", "C", "C", "C", "O", "C", "O", "C", "C", "O", "C", "C", "C", "O", "C", "O", "C", "C", "Cl", "C", "C", "Cl", "N", "Cl", "H", "H", "H", "H", "H", "H", "H", "H", "H", "H", "H", "H", "H", "H", "H", "H", "H", "H", "H", "H", "H", "H", "H", "H", "H", "H", "H", "H", "H", "H", "C", "C", "O", "C", "O", "O", "C", "H", "H", "H", "H", "H", "H", "H", "H", "C", "C", "O", "C", "O", "O", "C", "H", "H", "H", "H", "H", "H", "H", "H"], "xyz": [[-2.4091, 6.8339, 3.6295], [-2.2668, 5.3180, 3.4796], [-2.3624, 4.7241, 2.0601], [-3.7420, 5.8081, 0.8163], [-0.9885, 4.5138, 1.3915], [-0.7077, 3.0397, 0.9668], [0.3010, 2.4229, 1.9031], [0.5030, 1.0604, 1.5947], [1.1454, 0.4109, 2.6678], [1.9168, -0.6493, 2.1825], [2.9696, -0.8881, 3.1129], [3.3631, -2.3658, 3.0860], [4.7161, -2.5329, 3.4488], [-0.2753, 3.2331, -0.5408], [0.3076, 2.0509, -1.3154], [-0.5452, 1.7167, -2.5233], [-0.3069, 2.7217, -3.5385], [-1.4436, 3.4132, -3.9122], [-2.2962, 2.9470, -4.6524], [0.4490, 4.5705, -0.5203], [1.9241, 4.7444, -0.0825], [2.0429, 5.5079, 1.5421], [2.7685, 3.4269, -0.2337], [3.4081, 3.3761, -1.6210], [4.1608, 3.3779, 0.9196], [-0.6239, 5.3505, 0.2142], [-0.4088, 7.0547, 0.4168], [-1.9286, 7.3987, 2.8380], [-1.9238, 7.1321, 4.5562], [-3.4449, 7.1335, 3.7351], [-1.3177, 5.0354, 3.9341], [-3.0455, 4.8567, 4.0794], [-2.8163, 3.7489, 2.1745], [-0.2817, 4.6637, 2.1989], [-1.6139, 2.4451, 0.8975], [1.2496, 2.9625, 1.8919], [-0.0921, 2.5104, 2.9241], [0.4265, 0.0730, 3.4234], [1.8043, 1.1400, 3.1543], [3.8303, -0.2536, 2.8969], [2.6524, -0.6572, 4.1331], [3.1933, -2.7612, 2.0922], [2.7242, -2.8750, 3.8074], [4.8567, -2.1233, 4.3037], [-1.2569, 3.3751, -0.9998], [0.3597, 1.1695, -0.6911], [1.2969, 2.2310, -1.7128], [-1.6045, 1.6547, -2.2765], [-0.2532, 0.7618, -2.9487], [-1.4953, 4.4309, -3.4942], [0.4343, 4.9472, -1.5445], [2.3809, 5.4718, -0.7411], [2.2248, 2.5288, 0.0114], [3.5962, 2.3311, -1.8527], [4.3730, 3.8647, -1.6125], [2.7488, 3.7852, -2.3829], [-1.4025, 5.3074, -0.4535], [-0.0363, -1.5791, -0.3493], [-0.6666, -1.9123, 0.9848], [-2.0010, -2.4120, 0.8187], [-2.0858, -3.6705, 0.3789], [-1.1600, -4.3980, 0.1387], [-3.3699, -3.9774, 0.2424], [-3.6049, -5.2846, -0.3028], [-0.6789, -0.8955, -0.9063], [0.9404, -1.1208, -0.2038], [0.0890, -2.4752, -0.9553], [-0.7730, -1.0198, 1.5885], [-0.0623, -2.6244, 1.5446], [-3.0902, -6.0457, 0.2779], [-3.2806, -5.3249, -1.3410], [-4.6763, -5.4506, -0.2503], [0.9451, -6.8937, -1.3337], [0.9711, -6.3589, -2.7480], [0.7689, -7.3923, -3.7226], [-0.4860, -7.8151, -3.8519], [-1.4446, -7.3913, -3.2594], [-0.5017, -8.7843, -4.7640], [-1.7821, -9.3888, -4.9618], [1.6686, -7.7016, -1.2150], [1.1779, -6.0986, -0.6259], [-0.0366, -7.2922, -1.0841], [1.9513, -5.9412, -2.9710], [0.2336, -5.5685, -2.8898], [-2.5358, -8.6397, -5.1930], [-2.0730, -9.9525, -4.0770], [-1.6753, -10.0669, -5.8028]], "atomic_forces_ev_per_a": [[0.300, -0.091, 0.463], [-0.322, 0.571, -0.127], [0.057, 0.374, 0.218], [-0.146, -0.308, -0.130], [-0.464, -1.179, 1.584], [0.122, 0.451, -1.865], [-0.223, -0.345, 0.333], [-0.090, -0.007, -0.104], [0.630, 0.296, 0.025], [-0.398, 0.458, 0.350], [0.264, -0.544, 0.068], [-0.144, 0.620, 0.468], [0.096, -0.095, -0.427], [0.075, -0.758, 1.366], [-0.274, -0.219, -0.417], [0.332, -0.280, -0.259], [-0.899, 0.852, 0.352], [-1.452, -1.696, -1.970], [1.977, 1.224, 2.001], [0.130, 0.180, -1.701], [0.180, -0.493, 0.818], [0.232, -0.252, -0.034], [0.929, 0.872, 0.370], [-0.450, -0.678, 0.144], [-0.333, -0.021, 0.087], [0.488, -0.155, -0.402], [0.103, 0.040, 0.104], [-0.036, 0.047, -0.189], [0.043, 0.046, 0.107], [-0.172, 0.081, -0.298], [0.128, -0.316, -0.138], [-0.066, -0.142, 0.084], [-0.084, -0.158, -0.267], [0.369, 0.798, -0.307], [-0.150, -0.103, 0.519], [0.111, 0.066, 0.004], [-0.071, 0.074, 0.102], [-0.269, -0.161, -0.136], [0.109, 0.094, 0.038], [0.097, 0.042, -0.258], [-0.177, 0.149, 0.056], [0.203, -0.183, -0.134], [-0.193, -0.354, -0.184], [0.081, -0.032, 0.231], [0.027, 0.564, -0.297], [0.081, -0.138, 0.262], [0.086, 0.052, 0.031], [-0.133, 0.041, -0.048], [0.045, -0.135, -0.008], [0.072, 0.009, -0.173], [-0.117, 0.221, -0.037], [0.008, 0.184, -0.035], [-0.256, 0.045, 0.029], [0.065, -0.087, -0.210], [-0.017, 0.390, -0.105], [0.026, 0.095, -0.188], [-0.436, 0.122, 0.294], [-0.019, -0.117, -0.179], [0.223, -0.063, -0.088], [-0.037, 0.086, 0.121], [-0.202, -0.017, -0.086], [0.242, -0.057, 0.023], [-0.037, -0.001, 0.013], [-0.154, -0.169, -0.075], [-0.041, 0.085, 0.017], [0.026, 0.026, 0.060], [0.025, -0.030, 0.058], [-0.190, 0.088, 0.048], [-0.042, -0.121, -0.078], [0.086, 0.031, -0.019], [0.103, -0.036, 0.030], [-0.017, 0.127, 0.043], [-0.102, -0.255, 0.032], [0.117, 0.312, 0.289], [0.048, 0.004, -0.029], [0.087, 0.007, -0.085], [-0.107, 0.040, 0.057], [-0.018, -0.054, -0.020], [-0.112, -0.125, -0.112], [0.092, 0.083, -0.024], [-0.003, 0.022, -0.017], [-0.051, 0.099, -0.004], [0.023, -0.119, -0.156], [-0.112, -0.099, 0.000], [0.001, 0.037, 0.080], [-0.046, 0.072, 0.035], [0.122, 0.017, -0.001]]}



No. 3
{"formula": "C34H39BNaO4P2", "method": "wB97M-V/def2-TZVPD", "total_charge": -1, "gap_ev": 5.14, "total_energy_ha": -2489.99253, "mol_weight_g_mol": 607.4, "multiplicity": 1, "e_lumo_ev": 2.2, "e_above_lowest_kj_mol": 0.0, "homo_ev": -2.923, "species": ["Na", "C", "C", "P", "C", "C", "C", "C", "C", "C", "C", "C", "C", "C", "C", "C", "C", "P", "C", "C", "C", "C", "C", "C", "C", "C", "C", "C", "C", "C", "H", "H", "H", "H", "H", "H", "H", "H", "H", "H", "H", "H", "H", "H", "H", "H", "H", "H", "H", "H", "H", "H", "H", "H", "H", "H", "C", "C", "C", "O", "B", "O", "C", "C", "C", "H", "H", "H", "H", "H", "H", "H", "H", "H", "H", "H", "H", "O", "C", "O", "H"], "xyz": [[-0.3472, 1.3086, 2.1253], [1.6797, 0.7281, -1.4774], [2.8383, 0.5651, -0.4850], [2.3832, 0.5065, 1.2982], [1.7792, -1.1937, 1.5852], [0.9679, -1.3680, 2.7085], [0.4599, -2.6194, 3.0257], [0.7672, -3.7129, 2.2325], [1.5858, -3.5541, 1.1255], [2.0806, -2.3017, 0.7971], [4.0365, 0.4480, 2.0669], [4.7716, 1.6343, 2.0862], [6.0275, 1.6799, 2.6653], [6.5603, 0.5396, 3.2544], [5.8325, -0.6388, 3.2515], [4.5788, -0.6866, 2.6570], [1.0993, 2.1414, -1.5836], [-0.3037, 2.4236, -0.3984], [-1.6145, 1.3709, -0.8928], [-2.0637, 0.1779, -0.0519], [-3.5867, 0.2424, 0.0778], [-4.2964, 0.5959, -1.0133], [-3.6757, 1.1391, -2.1861], [-2.3936, 1.6281, -2.0251], [-0.8146, 4.1310, -0.8018], [0.0995, 5.1233, -1.1564], [-0.3065, 6.4377, -1.3384], [-1.6369, 6.7835, -1.1650], [-2.5563, 5.8036, -0.8163], [-2.1529, 4.4908, -0.6401], [0.8729, 0.0136, -1.2706], [2.0667, 0.4409, -2.4601], [3.4514, -0.3050, -0.7432], [3.5116, 1.4277, -0.5641], [0.7145, -0.5319, 3.3547], [-0.1849, -2.7239, 3.8864], [0.3641, -4.6893, 2.4677], [1.8274, -4.4090, 0.5060], [2.7062, -2.1891, -0.0790], [4.3502, 2.5357, 1.6556], [6.5825, 2.6088, 2.6692], [7.5353, 0.5752, 3.7229], [6.2367, -1.5302, 3.7139], [4.0202, -1.6137, 2.6551], [0.6988, 2.2939, -2.5929], [1.9015, 2.8738, -1.4459], [-1.6563, 0.1823, 0.9741], [-4.0708, -0.0404, 1.0031], [-5.3817, 0.5690, -0.9587], [-4.2664, 1.4029, -3.0524], [-2.0184, 2.3285, -2.7716], [1.1439, 4.8745, -1.2917], [0.4205, 7.1911, -1.6172], [-1.9562, 7.8097, -1.2976], [-3.6001, 6.0597, -0.6837], [-2.8754, 3.7230, -0.3903], [-1.5880, -4.7359, -0.5905], [-2.1748, -3.4229, -1.0639], [-3.6838, -3.5271, -1.2333], [-1.9437, -2.4271, -0.0454], [-1.8052, -1.2159, -0.7055], [-1.5556, -1.3961, -2.0474], [-1.4811, -2.8048, -2.3132], [-2.1891, -3.0868, -3.6306], [-0.0060, -3.1566, -2.4285], [-2.1035, -5.0624, 0.3121], [-0.5292, -4.6382, -0.3583], [-1.7082, -5.5140, -1.3478], [-4.1230, -3.8054, -0.2757], [-3.9678, -4.2723, -1.9774], [-4.1051, -2.5633, -1.5217], [-3.1973, -2.6830, -3.6360], [-2.2336, -4.1606, -3.8255], [-1.6341, -2.6170, -4.4427], [0.5157, -2.9493, -1.4981], [0.4325, -2.5444, -3.2166], [0.1407, -4.2072, -2.6852], [-1.9497, 1.9469, 5.6116], [-1.3204, 2.0157, 4.5693], [-0.3855, 1.2627, 4.1666], [-1.5975, 2.8630, 3.8686]], "atomic_forces_ev_per_a": [[0.226, 0.342, -0.526], [0.001, -0.155, -0.088], [0.212, 0.014, -0.008], [-0.260, 0.109, 0.061], [-0.051, -0.001, 0.005], [-0.067, -0.035, -0.009], [0.026, -0.029, -0.036], [-0.022, -0.034, 0.084], [0.020, 0.002, -0.096], [0.017, 0.042, -0.034], [0.069, 0.035, -0.115], [0.025, -0.010, 0.022], [0.021, -0.037, 0.017], [0.041, 0.046, 0.011], [0.006, -0.022, 0.012], [0.048, -0.049, 0.014], [0.004, 0.136, -0.249], [-0.095, -0.313, 0.226], [0.023, 0.083, -0.069], [0.003, 0.161, 0.351], [0.072, -0.047, -0.053], [-0.208, -0.017, -0.070], [0.034, 0.030, 0.086], [0.012, 0.069, -0.212], [0.134, 0.049, -0.088], [-0.027, -0.004, -0.012], [0.026, 0.006, -0.027], [-0.029, 0.067, 0.010], [-0.055, 0.015, 0.004], [-0.006, 0.007, -0.009], [0.026, 0.026, 0.027], [-0.026, 0.005, 0.012], [-0.059, 0.008, 0.026], [-0.048, -0.043, -0.031], [0.052, 0.027, 0.041], [-0.033, -0.024, 0.049], [-0.022, -0.016, 0.021], [0.016, -0.007, -0.031], [0.026, -0.013, -0.032], [-0.034, 0.008, -0.010], [0.031, 0.010, 0.017], [0.021, 0.002, 0.001], [0.024, -0.005, 0.013], [0.009, 0.002, 0.028], [0.032, -0.014, 0.059], [-0.042, 0.002, 0.056], [-0.100, -0.192, -0.327], [0.024, -0.013, 0.062], [-0.013, 0.017, -0.024], [-0.017, -0.009, -0.023], [0.018, -0.002, 0.039], [0.032, 0.004, 0.010], [0.005, 0.014, 0.007], [-0.006, 0.008, -0.017], [-0.014, 0.023, -0.003], [-0.003, -0.014, 0.028], [0.037, -0.141, -0.054], [0.057, 0.027, 0.143], [-0.112, -0.020, 0.043], [-0.010, -0.017, -0.080], [-0.017, -0.129, -0.086], [-0.007, -0.034, -0.048], [-0.055, 0.079, -0.081], [0.113, -0.012, 0.007], [0.009, -0.100, -0.091], [-0.043, 0.017, 0.045], [-0.026, 0.036, 0.007], [-0.019, -0.002, -0.044], [-0.006, -0.013, 0.039], [0.039, -0.042, -0.006], [0.011, 0.040, -0.007], [-0.038, 0.042, 0.029], [0.002, -0.036, 0.011], [0.011, 0.022, -0.011], [0.057, 0.054, 0.130], [0.026, 0.035, 0.001], [-0.006, -0.031, -0.014], [-0.322, 0.078, 0.428], [-0.069, 0.210, 0.100], [0.220, -0.209, 0.307], [0.046, -0.119, 0.031]]}